Model P:
DFT (wB97M-V/def2-TZVPD) results for 2 unconnected molecules or ions with the total composition C3H7ClSi.

## Properties
* multiplicity: 1
* highest occupied orbital energy: -8.94 eV

```
12
C3H7ClSi | the Open Molecules 2025 dataset | wB97M-V/def2-TZVPD
C 0.86 0.88 1.05
C -0.09 1.32 -0.03
C -0.62 0.69 1.22
Si -0.25 -2.43 -2.58
Cl -1.48 1.68 2.38
H 1.47 0.01 0.90
H 1.33 1.66 1.63
H -0.24 2.38 -0.17
H -1.03 -0.31 1.18
H -0.14 0.74 -0.94
H 1.11 -2.86 -2.15
H -0.90 -3.75 -2.48
```

---

Model Q:
DFT (wB97M-V/def2-TZVPD) results for a molecular structure, C3H7ClSi.

## Properties
* multiplicity: 1
* highest occupied orbital energy: -8.77 eV

```
12
C3H7ClSi | the Open Molecules 2025 dataset | wB97M-V/def2-TZVPD
C -0.24 0.06 -1.44
C 0.10 0.67 -0.10
C 1.17 -0.07 -0.87
Si -0.86 -0.44 1.88
Cl 2.51 0.88 -1.54
H -0.55 -0.90 -1.64
H -0.52 0.78 -2.14
H 0.06 1.81 -0.15
H 1.50 -1.06 -0.68
H -0.57 0.70 2.76
H -0.27 -1.73 2.26
H -2.31 -0.69 1.66
```

---

Which structure is the most stable? The one labeled model Q.

---

Model P:
DFT (wB97M-V/def2-TZVPD) results for a gas-phase ion, C3H7N3 (charge +2).

## Properties
* net charge: +2
* SMILES string: [NH2+]=C=CNC=[NH2+]
* multiplicity: 1
* highest occupied orbital energy: -20.04 eV

```
13
C3H7N3 | the Open Molecules 2025 dataset | wB97M-V/def2-TZVPD
N 2.65 0.35 0.25
C 1.42 -0.02 0.18
C 0.46 -0.78 0.06
N -0.82 -0.80 0.45
C -1.76 0.07 0.11
N -1.69 1.18 -0.58
H 2.97 0.59 -0.76
H 3.43 0.10 0.92
H 0.87 -1.84 -0.06
H -1.15 -1.78 0.68
H -2.73 -0.36 0.48
H -1.09 1.76 -1.00
H -2.57 1.54 -0.71
```

---

Model Q:
DFT (wB97M-V/def2-TZVPD) results for a gas-phase ion, C3H7N3 (charge +2).

## Properties
* net charge: +2
* SMILES string: N/C=[NH+]\C=C=[NH2+]
* multiplicity: 1
* highest occupied orbital energy: -20.26 eV

```
13
C3H7N3 | the Open Molecules 2025 dataset | wB97M-V/def2-TZVPD
N -1.51 0.98 -1.50
C -0.23 1.01 -1.46
N 0.54 0.21 -0.77
C -0.11 -0.62 0.18
C 0.44 -0.70 1.37
N 1.10 -0.95 2.38
H -1.91 0.50 -0.67
H -2.07 1.58 -2.03
H 0.32 1.49 -2.21
H 1.51 0.03 -0.99
H -1.04 -1.13 -0.03
H 1.08 -0.62 3.34
H 1.89 -1.77 2.40
```

---

Model R:
DFT (wB97M-V/def2-TZVPD) results for 2 unconnected molecules or ions with the total composition C3H7N3.

## Properties
* net charge: +2
* multiplicity: 1
* highest occupied orbital energy (alpha / beta): -19.27 / -19.67 eV

```
13
C3H7N3 | the Open Molecules 2025 dataset | wB97M-V/def2-TZVPD
C 0.45 -0.37 -0.40
C -2.03 -0.41 0.06
C 1.71 -0.18 0.07
N -0.76 -0.28 -0.01
N 2.71 0.62 0.06
N -2.86 0.62 0.08
H 0.47 -0.69 -1.56
H -2.36 -1.42 0.06
H 2.80 -2.07 1.39
H 2.68 1.61 -0.07
H 3.64 0.41 0.21
H -3.84 0.58 -0.15
H -2.61 1.58 0.26
```

---

Model S:
DFT (wB97M-V/def2-TZVPD) results for a gas-phase ion, C3H7N3 (charge +2).

## Properties
* net charge: +2
* SMILES string: [NH2+]=C1CC(=[NH2+])N1
* multiplicity: 1
* highest occupied orbital energy: -21.60 eV

```
13
C3H7N3 | the Open Molecules 2025 dataset | wB97M-V/def2-TZVPD
N -2.33 -0.22 0.00
C -1.07 -0.04 0.09
C 0.10 1.06 -0.05
C 0.97 -0.18 -0.11
N 2.25 -0.21 0.06
N -0.13 -1.02 -0.05
H -2.94 0.58 0.09
H -2.57 -1.16 -0.11
H 0.14 1.74 -0.89
H 0.25 1.87 0.79
H 2.67 0.67 0.11
H 2.78 -1.03 0.08
H -0.12 -2.05 0.00
```

---

Which structure is the most stable? The one labeled model S.

---

Model P:
DFT (wB97M-V/def2-TZVPD) results for 2 unconnected molecules or ions with the total composition CH5ClNOP.

## Properties
* SMILES string: CO/P=N\Cl.[H][H]
* multiplicity: 1
* highest occupied orbital energy: -9.78 eV

```
10
CH5ClNOP | the Open Molecules 2025 dataset | wB97M-V/def2-TZVPD
C 2.32 -0.79 -0.05
O 0.98 -0.45 0.19
P 0.30 0.97 -0.18
N -1.23 0.69 -0.09
Cl -1.97 -0.81 0.14
H 2.79 0.13 -0.71
H 2.49 -1.74 -0.65
H 2.72 -0.84 1.07
H -3.88 1.36 0.04
H -4.52 1.46 0.23
```

---

Model Q:
DFT (wB97M-V/def2-TZVPD) results for a molecular structure, CH5ClNOP.

## Properties
* multiplicity: 1
* highest occupied orbital energy (alpha / beta): -9.61 / -7.71 eV

```
10
CH5ClNOP | the Open Molecules 2025 dataset | wB97M-V/def2-TZVPD
C 1.02 -0.48 -1.36
N -0.38 0.62 3.16
O 0.30 0.72 -1.53
P -1.16 1.16 -0.83
Cl -0.51 0.08 1.68
H 0.38 -1.38 -1.71
H 1.36 -0.70 -0.22
H 1.92 -0.27 -1.95
H -1.34 0.49 3.64
H -1.59 -0.23 -0.87
```

---

Which structure is the most stable? The one labeled model P.

---

Model P:
DFT (wB97M-V/def2-TZVPD) results for 2 unconnected molecules or ions with the total composition C2H3IO.

## Properties
* multiplicity: 1
* highest occupied orbital energy (alpha / beta): -10.44 / -8.60 eV

```
7
C2H3IO | the Open Molecules 2025 dataset | wB97M-V/def2-TZVPD
C 0.04 -0.12 -0.43
C -0.25 0.63 0.74
O -0.46 1.26 -0.42
I -4.01 0.04 -0.03
H 1.10 -0.40 -0.57
H -0.62 -0.71 -1.03
H -1.15 0.46 1.40
```

---

Model Q:
DFT (wB97M-V/def2-TZVPD) results for 2 unconnected molecules or ions with the total composition C2H3IO.

## Properties
* multiplicity: 1
* highest occupied orbital energy (alpha / beta): -8.32 / -8.58 eV

```
7
C2H3IO | the Open Molecules 2025 dataset | wB97M-V/def2-TZVPD
C -0.85 1.50 1.25
C 1.53 -1.00 -0.51
O -0.64 2.37 0.46
I 3.09 0.37 -0.15
H -1.82 1.15 1.60
H 0.69 -0.50 -0.87
H 1.71 -2.11 -0.36
```

---

Which structure is the most stable? The one labeled model Q.

---

Model P:
DFT (wB97M-V/def2-TZVPD) results for a single C2H6P2 molecule.

## Properties
* SMILES string: P[C@H]1CP1
* multiplicity: 1
* highest occupied orbital energy: -9.26 eV

```
10
C2H6P2 | the Open Molecules 2025 dataset | wB97M-V/def2-TZVPD
P -1.84 -0.57 -0.32
C -0.16 0.04 -0.53
C 0.68 0.24 0.66
P 1.58 -0.68 -0.70
H -1.98 0.21 0.80
H -1.40 -1.62 0.44
H -0.19 1.13 -1.11
H 1.00 1.27 0.79
H 0.34 -0.46 1.38
H 1.96 0.43 -1.42
```

---

Model Q:
DFT (wB97M-V/def2-TZVPD) results for 2 unconnected molecules or ions with the total composition C2H6P2.

## Properties
* multiplicity: 1
* highest occupied orbital energy (alpha / beta): -8.64 / -8.23 eV

```
10
C2H6P2 | the Open Molecules 2025 dataset | wB97M-V/def2-TZVPD
C 0.55 -0.80 0.03
C -0.93 1.31 -0.99
P 1.23 -1.91 -0.95
P 0.38 -0.33 1.75
H -1.73 0.71 -1.39
H -0.18 1.66 -1.73
H -0.76 1.26 0.06
H 1.73 -2.81 0.04
H -0.91 -0.16 1.83
H 0.63 1.08 1.35
```

---

Model R:
DFT (wB97M-V/def2-TZVPD) results for 2 unconnected molecules or ions with the total composition C2H6P2.

## Properties
* multiplicity: 1
* highest occupied orbital energy (alpha / beta): -8.17 / -8.16 eV

```
10
C2H6P2 | the Open Molecules 2025 dataset | wB97M-V/def2-TZVPD
C 1.67 0.32 -0.39
C 0.88 -0.43 0.68
P -3.21 -0.66 -0.22
P -2.05 0.88 0.26
H 1.96 -0.28 -1.38
H 1.18 1.25 -0.69
H 2.69 0.63 -0.03
H 0.55 0.13 1.52
H 0.92 -1.64 0.72
H -4.59 -0.20 -0.46
```

---

Which structure is the most stable? The one labeled model P.